<i>
DFT (the ωB97M-V functional and the def2-TZVPD basis) results for a cluster of 2 separate species, C3H9NOS in total.

## Properties
* highest occupied orbital energy: -9.56 eV
* spin multiplicity: 1
* frontier orbital gap: 0.3171 Eh
* lowest unoccupied orbital energy: -0.931 eV

Geometry as XYZ:
```
15
Properties=species:S:1:pos:R:3:mulliken_charge:R:1
C 0.513 -1.361 0.783 -1.193
C -1.562 0.055 0.357 -1.231
C -0.117 -0.043 0.578 0.311
N 0.000 1.944 -1.293 -0.676
O 1.029 -0.251 -1.914 -0.574
S 0.720 0.669 -0.847 0.635
H 0.166 -1.864 1.678 0.423
H 0.317 -2.131 -0.049 0.304
H 1.580 -1.109 0.784 0.320
H -2.132 -0.531 1.120 0.359
H -1.788 -0.672 -0.502 0.311
H -2.104 1.042 0.233 0.347
H 1.060 1.147 1.482 0.282
H 0.238 1.991 -2.234 0.265
H 2.080 1.115 -0.177 0.118
```

<ii>
DFT (the ωB97M-V functional and the def2-TZVPD basis) results for the molecule C3H9NOS.

## Properties
* SMILES: N[C@@H](CO)CS
* highest occupied orbital energy: -8.74 eV
* spin multiplicity: 1
* frontier orbital gap: 0.3474 Eh
* lowest unoccupied orbital energy: 0.717 eV

Geometry as XYZ:
```
15
Properties=species:S:1:pos:R:3:mulliken_charge:R:1
N 0.661 0.882 1.274 -0.699
C -0.171 -0.168 0.497 0.340
C -1.209 0.463 -0.431 -0.625
O -2.042 1.126 0.328 -0.448
C 0.934 -1.140 -0.137 -0.775
S 1.576 -0.211 -1.467 -0.237
H 1.685 0.609 1.518 0.238
H 0.702 1.738 0.766 0.248
H -0.617 -0.756 1.386 0.195
H -0.769 1.284 -1.074 0.287
H -1.432 -0.407 -1.096 0.298
H -2.799 0.509 0.578 0.351
H 1.751 -0.915 0.554 0.252
H 0.783 -2.184 -0.199 0.463
H 0.946 -0.830 -2.498 0.111
```

The most stable structure shown above is <ii>; the least stable is <i>.